C21H20F3N5O | the ωB97M-V functional and the def2-TZVPD basis

Geometry (Å):
C1 -0.547 -1.046 -5.252
N1 0.018 -0.808 -3.959
C2 1.210 -0.064 -3.760
O1 1.607 0.526 -4.723
C3 1.840 0.260 -2.346
C4 1.475 1.793 -2.139
C5 3.349 -0.181 -2.602
C6 1.129 -0.619 -1.178
C7 1.481 -2.172 -1.136
C8 1.279 0.029 0.219
C9 0.280 0.770 0.812
C10 0.291 1.451 2.047
N2 -0.836 2.061 2.681
C11 -1.713 1.098 3.247
C12 -2.659 0.381 2.501
C13 -3.635 -0.343 3.247
F1 -4.708 -0.781 2.593
C14 -3.464 -0.500 4.709
C15 -4.564 -1.042 5.526
N3 -5.447 -1.411 6.254
C16 -2.542 0.236 5.440
C17 -1.729 1.083 4.651
F2 -0.708 1.615 5.346
C18 1.513 1.354 2.667
C19 2.601 0.692 2.128
C20 2.463 -0.059 0.918
F3 3.594 -0.832 0.616
N4 -0.270 -0.599 -1.502
C21 -0.816 -0.765 -2.716
N5 -2.098 -1.098 -2.723
H1 0.123 -1.839 -5.752
H2 -0.527 -0.135 -5.859
H3 -1.524 -1.489 -5.192
H4 1.914 2.125 -1.200
H5 0.332 1.837 -2.119
H6 2.028 2.327 -2.942
H7 3.869 -0.208 -1.607
H8 3.458 -1.101 -3.114
H9 3.765 0.473 -3.270
H10 1.291 -2.676 -2.058
H11 1.077 -2.447 -0.162
H12 2.581 -2.294 -0.969
H13 -0.684 0.766 0.248
H14 -0.489 2.611 3.529
H15 -2.697 0.517 1.445
H16 -2.602 0.108 6.493
H17 1.563 1.845 3.635
H18 3.386 0.561 2.856
H19 -2.623 -0.921 -1.901
H20 -2.638 -1.089 -3.627

Computed properties:
relative energy (zero: lowest compared OMol25 entry of this formula, charge and spin): 296.67 kJ/mol
F_max: 5.888 eV/Å
Kohn-Sham gap: 8.6 eV
SMILES string: CN1C(=O)C(C)(C)[C@@](C)(c2cc(Nc3cc(F)c(C#N)cc3F)ccc2F)N=C1N
E_HOMO: -8.595 eV

C22H35Br16F2N3O2 | the ωB97M-V functional and the def2-TZVPD basis

Geometry (Å):
N1 1.829 1.649 3.337
C1 0.809 1.125 3.312
C2 -0.542 0.512 3.290
C3 -1.551 1.652 3.599
C4 -1.525 2.677 2.526
N2 -1.453 3.597 1.847
N3 -2.883 1.015 3.822
C5 -3.589 1.716 4.865
O1 -4.155 1.135 5.717
F1 -3.555 3.049 4.878
C6 -3.635 0.911 2.629
O2 -3.517 -0.065 1.946
F2 -4.468 1.865 2.292
H1 -0.598 -0.187 4.125
H2 -0.744 0.043 2.328
H3 -1.249 2.084 4.555
Br1 8.103 -0.022 3.453
C7 6.750 1.245 2.855
C8 5.359 0.765 3.175
Br2 4.785 -0.630 1.944
H4 6.911 1.400 1.793
H5 6.966 2.167 3.392
H6 4.636 1.568 3.048
H7 5.270 0.357 4.176
Br3 -5.666 -0.561 1.623
C9 -7.412 -1.172 0.977
C10 -8.075 -0.124 0.123
Br4 -8.825 1.308 1.210
H8 -8.001 -1.446 1.849
H9 -7.202 -2.066 0.391
H10 -8.921 -0.546 -0.417
H11 -7.393 0.339 -0.584
Br5 -3.256 -0.450 -0.325
C11 -1.688 -0.951 -1.383
C12 -1.941 -0.788 -2.859
Br6 -3.047 -2.240 -3.539
H12 -1.433 -1.969 -1.106
H13 -0.897 -0.280 -1.056
H14 -1.017 -0.846 -3.422
H15 -2.450 0.140 -3.102
Br7 -7.127 -1.883 -3.040
C13 -7.663 -0.992 -4.684
C14 -8.656 0.107 -4.416
Br8 -10.433 -0.606 -4.063
H16 -8.046 -1.759 -5.348
H17 -6.743 -0.582 -5.098
H18 -8.772 0.740 -5.293
H19 -8.389 0.722 -3.562
Br9 0.673 1.133 -3.037
C15 2.231 0.625 -4.091
C16 1.967 0.783 -5.562
Br10 0.856 -0.663 -6.243
H20 2.484 -0.392 -3.810
H21 3.026 1.297 -3.770
H22 2.898 0.720 -6.124
H23 1.460 1.712 -5.805
Br11 6.425 2.484 -7.418
C17 5.131 3.503 -6.383
C18 5.631 3.778 -4.990
Br12 5.498 2.199 -3.856
H24 4.203 2.940 -6.396
H25 4.996 4.433 -6.930
H26 5.012 4.530 -4.504
H27 6.668 4.096 -4.964
Br13 -5.290 -4.711 5.660
C19 -4.047 -4.720 4.162
C20 -3.240 -3.451 4.108
Br14 -4.307 -1.961 3.390
H28 -4.635 -4.886 3.264
H29 -3.402 -5.580 4.333
H30 -2.402 -3.559 3.420
H31 -2.867 -3.145 5.083
Br15 10.603 -2.318 3.985
C21 11.758 -2.530 2.433
C22 12.661 -1.340 2.247
Br16 11.702 0.174 1.490
H32 11.110 -2.710 1.581
H33 12.344 -3.425 2.635
H34 13.447 -1.567 1.529
H35 13.108 -0.999 3.175

Computed properties:
relative energy (zero: lowest compared OMol25 entry of this formula, charge and spin): 0.00 kJ/mol
F_max: 5.746 eV/Å
Kohn-Sham gap: 8.8 eV
E_HOMO: -9.013 eV

C9H14N4 | the ωB97M-V functional and the def2-TZVPD basis

Geometry (Å):
C1 -2.135 -0.370 -1.536
C2 -1.400 -0.949 -0.306
C3 -2.262 -1.128 0.866
C4 -2.625 -2.305 1.472
N1 -3.435 -1.916 2.529
C5 -3.615 -0.588 2.501
N2 -2.851 -0.079 1.527
H1 -1.487 0.049 -2.312
H2 -2.599 0.576 -1.271
H3 -3.062 -0.854 -1.848
H4 -0.992 -1.921 -0.614
H5 -0.643 -0.209 0.043
H6 -2.482 -3.379 1.393
H7 -3.842 -2.533 3.210
H8 -4.175 0.104 3.085
C6 1.538 0.257 -0.559
C7 2.790 1.085 -0.799
C8 3.186 2.256 -0.175
N3 4.478 2.452 -0.571
C9 4.761 1.426 -1.455
N4 3.817 0.486 -1.456
H9 1.246 0.243 0.497
H10 1.756 -0.752 -0.926
H11 0.670 0.501 -1.182
H12 2.713 2.716 0.689
H13 5.140 3.209 -0.562
H14 5.510 1.624 -2.242

Computed properties:
relative energy (zero: lowest compared OMol25 entry of this formula, charge and spin): 110.90 kJ/mol
F_max: 3.380 eV/Å
Kohn-Sham gap: 9.2 eV
SMILES string: CCc1c[nH]cn1.Cc1c[nH]cn1
E_HOMO: -8.326 eV

C15H13IrN11O7S2 | the ωB97M-V functional and the def2-TZVPD basis

Geometry (Å):
Ir1 0.594 -0.623 -0.472
C1 5.713 -1.792 -0.323
S1 5.237 -0.188 -0.987
C2 3.509 -0.218 -0.893
S2 2.677 -1.630 -0.315
N1 2.962 0.922 -1.231
N2 1.611 0.935 -1.112
C3 0.954 2.017 -1.322
C4 -0.492 1.961 -1.140
C5 -1.318 3.054 -1.332
C6 -2.683 2.906 -1.139
C7 -3.185 1.668 -0.771
C8 -2.301 0.617 -0.594
N3 -0.988 0.759 -0.765
H1 6.801 -1.794 -0.358
H2 5.332 -2.606 -0.934
H3 5.388 -1.901 0.709
H4 1.474 2.922 -1.608
H5 -0.891 4.004 -1.622
H6 -3.347 3.747 -1.281
H7 -4.243 1.510 -0.620
H8 -2.646 -0.365 -0.307
O1 -3.663 0.937 5.635
N4 -3.517 -0.043 4.939
O2 -4.138 -1.080 5.029
C9 -2.395 -0.019 3.989
C10 -2.146 -1.130 3.224
C11 -1.114 -1.086 2.291
C12 -0.257 0.033 2.142
O3 0.810 0.063 1.429
C13 -0.616 1.146 2.944
C14 -1.627 1.135 3.867
N5 0.091 2.419 2.739
O4 0.246 2.782 1.588
O5 0.471 3.006 3.724
N6 -0.924 -2.313 1.521
O6 -1.262 -3.353 1.993
O7 -0.406 -2.294 0.357
H9 -2.757 -2.014 3.337
H10 -1.837 2.007 4.472
N7 1.170 -1.355 -5.663
N8 0.716 -1.596 -4.385
N9 -0.202 -2.498 -4.132
C15 -0.406 -2.314 -2.838
N10 0.370 -1.327 -2.374
N11 1.091 -0.873 -3.385
H11 1.108 -2.224 -6.182
H12 2.128 -1.025 -5.605
H13 -1.090 -2.891 -2.241

Computed properties:
net charge: +1
relative energy (zero: lowest compared OMol25 entry of this formula, charge and spin): 12.23 kJ/mol
F_max: 0.940 eV/Å
Kohn-Sham gap: 6.9 eV
E_HOMO: -11.332 eV

C21H48NO24S5 | the ωB97M-V functional and the def2-TZVPD basis

Geometry (Å):
N1 9.073 17.726 17.698
O1 9.004 18.453 16.666
O2 9.787 18.079 18.703
O3 8.801 16.537 17.642
O4 14.868 21.414 15.527
S1 14.215 21.495 16.881
O5 12.969 22.064 17.249
O6 13.925 19.874 17.305
C1 12.911 19.197 16.691
C2 13.228 17.709 16.921
C3 15.481 21.796 18.084
H1 13.009 19.312 15.719
H2 11.739 19.432 16.915
H3 12.568 17.108 16.386
H4 12.984 17.504 17.849
H5 14.400 17.300 16.630
H6 15.390 22.791 18.420
H7 16.419 21.749 17.611
H8 15.342 21.227 18.969
O7 7.915 19.371 22.060
S2 8.424 18.147 22.664
O8 8.779 18.299 24.046
O9 7.091 17.242 22.686
C4 7.265 15.975 23.131
C5 5.978 15.141 23.129
C6 9.559 17.304 21.730
H9 7.699 16.005 24.088
H10 7.919 15.333 22.401
H11 5.156 15.692 23.716
H12 6.183 14.310 23.461
H13 5.471 15.195 22.113
H14 9.147 16.866 20.825
H15 10.015 16.497 22.320
H16 10.571 17.751 21.422
O10 3.255 22.349 20.811
S3 4.599 22.751 20.629
O11 5.663 22.975 21.673
O12 5.184 21.554 19.684
C7 6.622 21.547 19.411
C8 7.131 20.568 18.280
C9 4.632 24.275 19.605
H17 7.102 21.269 20.314
H18 6.659 22.618 19.041
H19 6.590 19.645 18.512
H20 8.256 20.408 18.125
H21 6.727 20.903 17.311
H22 4.163 24.964 20.245
H23 4.161 24.026 18.670
H24 5.651 24.570 19.525
O13 7.796 14.407 19.818
S4 6.629 14.290 19.141
O14 6.697 13.667 17.811
O15 5.592 13.327 19.901
C10 5.815 12.073 20.002
C11 4.631 11.312 20.690
C12 5.827 15.806 18.958
H25 6.746 12.073 20.642
H26 6.116 11.329 19.070
H27 4.764 10.228 20.677
H28 3.703 11.487 20.047
H29 4.762 11.477 21.864
H30 5.983 16.340 19.820
H31 4.742 15.925 18.812
H32 6.418 16.385 18.278
O16 12.315 22.938 21.243
S5 12.450 21.473 21.320
O17 13.705 20.912 21.571
O18 11.511 20.999 22.661
C13 12.050 21.359 23.904
C14 11.171 20.922 25.004
C15 11.681 20.598 19.946
H33 12.158 22.435 23.905
H34 13.127 21.291 23.921
H35 10.555 21.827 25.096
H36 11.778 20.632 25.887
H37 10.674 20.092 24.700
H38 12.031 21.138 19.003
H39 10.643 20.942 20.000
H40 12.027 19.469 20.110
C16 10.434 13.715 18.010
C17 11.495 14.771 18.450
O19 12.577 14.445 17.645
C18 12.458 13.231 17.113
O20 13.270 12.692 16.393
O21 11.260 12.744 17.375
H41 9.762 13.947 17.324
H42 9.980 13.144 18.663
H43 11.483 14.785 19.584
H44 11.083 15.731 18.270
C19 9.226 16.465 13.979
C20 10.703 16.364 14.572
O22 11.599 16.567 13.353
C21 10.837 16.484 12.208
O23 11.357 16.519 11.137
O24 9.594 16.352 12.554
H45 8.728 17.630 14.306
H46 8.463 15.920 14.306
H47 10.849 15.354 14.860
H48 10.688 17.113 15.295

Computed properties:
net charge: -1
F_max: 12.395 eV/Å
Kohn-Sham gap: 8.8 eV
E_HOMO: -6.892 eV

C46H72N2O3Y | the ωB97M-V functional and the def2-TZVPD basis

Geometry (Å):
Y1 -0.438 0.329 0.634
C1 -1.370 0.508 3.146
N1 -1.744 -0.686 2.360
C2 -3.183 -0.889 2.301
C3 -0.999 -1.919 2.660
C4 0.548 -1.881 2.493
N2 1.138 -1.139 1.376
C5 0.942 -1.599 -0.027
C6 -0.408 -2.209 -0.510
C7 -0.389 -3.603 -0.447
C8 -1.385 -4.389 -0.995
C9 -2.442 -3.708 -1.599
C10 -2.520 -2.328 -1.694
C11 -1.472 -1.499 -1.182
O1 -1.501 -0.197 -1.285
C12 -3.716 -1.655 -2.379
C13 -4.747 -2.669 -2.886
C14 -4.439 -0.738 -1.382
C15 -3.247 -0.834 -3.592
C16 -1.272 -5.912 -0.968
C17 -2.482 -6.596 -1.605
C18 -0.017 -6.345 -1.741
C19 -1.157 -6.400 0.484
C20 2.471 -0.536 1.603
C21 3.201 0.112 0.421
C22 4.515 -0.344 0.280
C23 5.431 0.167 -0.619
C24 4.992 1.246 -1.393
C25 3.716 1.759 -1.326
C26 2.719 1.163 -0.458
O2 1.520 1.584 -0.490
C27 3.295 2.968 -2.168
C28 4.465 3.550 -2.971
C29 2.202 2.576 -3.176
C30 2.774 4.088 -1.249
C31 6.855 -0.356 -0.782
C32 7.864 0.731 -0.378
C33 7.111 -0.743 -2.247
C34 7.121 -1.591 0.080
H1 -1.625 0.416 4.213
H2 -1.846 1.386 2.702
H3 -0.278 0.738 3.020
H4 -3.601 -1.122 3.292
H5 -3.412 -1.707 1.617
H6 -3.660 0.022 1.931
H7 -1.384 -2.707 2.011
H8 -1.243 -2.226 3.690
H9 0.901 -2.924 2.488
H10 0.928 -1.431 3.412
H11 1.712 -2.329 -0.291
H12 1.144 -0.768 -0.728
H13 0.465 -4.070 0.031
H14 -3.244 -4.288 -2.030
H15 -5.152 -3.281 -2.077
H16 -4.327 -3.334 -3.645
H17 -5.578 -2.128 -3.343
H18 -4.748 -1.301 -0.497
H19 -5.336 -0.314 -1.844
H20 -3.789 0.075 -1.072
H21 -2.640 -1.451 -4.259
H22 -2.653 0.021 -3.279
H23 -4.115 -0.476 -4.154
H24 -2.591 -6.320 -2.656
H25 -3.409 -6.339 -1.087
H26 -2.356 -7.679 -1.554
H27 -0.054 -5.976 -2.768
H28 0.059 -7.435 -1.766
H29 0.889 -5.953 -1.277
H30 -2.021 -6.076 1.068
H31 -0.259 -6.009 0.964
H32 -1.107 -7.492 0.518
H33 3.133 -1.335 1.970
H34 2.312 0.202 2.393
H35 4.825 -1.152 0.936
H36 5.697 1.698 -2.081
H37 4.853 2.836 -3.702
H38 5.287 3.857 -2.320
H39 4.118 4.431 -3.517
H40 2.538 1.738 -3.794
H41 1.980 3.420 -3.838
H42 1.295 2.281 -2.654
H43 3.514 4.319 -0.479
H44 1.858 3.778 -0.752
H45 2.588 4.996 -1.834
H46 7.762 1.613 -1.012
H47 8.892 0.364 -0.469
H48 7.695 1.039 0.655
H49 7.037 0.124 -2.906
H50 6.377 -1.480 -2.580
H51 8.112 -1.171 -2.365
H52 7.018 -1.366 1.143
H53 8.140 -1.947 -0.092
H54 6.431 -2.402 -0.165
C35 -5.513 2.706 1.509
C36 -4.047 3.027 1.691
C37 -3.475 3.141 2.964
C38 -4.253 2.737 4.196
C39 -2.160 3.611 3.097
C40 -1.531 3.767 4.461
C41 -1.425 3.994 1.968
C42 -0.023 4.507 2.151
C43 -1.983 3.842 0.690
C44 -1.179 4.229 -0.530
C45 -3.274 3.316 0.553
C46 -3.863 3.058 -0.817
H55 -6.089 3.631 1.407
H56 -5.941 2.158 2.344
H57 -5.699 2.118 0.612
H58 -3.608 2.266 4.935
H59 -5.037 2.018 3.971
H60 -4.726 3.595 4.682
H61 -1.761 4.748 4.888
H62 -0.450 3.675 4.402
H63 -1.878 3.018 5.170
H64 -0.012 5.432 2.740
H65 0.485 4.687 1.211
H66 0.568 3.729 2.642
H67 -0.504 3.422 -0.835
H68 -0.560 5.100 -0.333
H69 -1.816 4.486 -1.373
H70 -4.604 3.814 -1.097
H71 -4.363 2.093 -0.852
H72 -3.100 3.036 -1.589
O3 0.736 1.661 1.690

Computed properties:
net charge: -1
relative energy (zero: lowest compared OMol25 entry of this formula, charge and spin): 0.00 kJ/mol
F_max: 6.044 eV/Å
Kohn-Sham gap: 4.9 eV
E_HOMO: -2.662 eV

C20H34N4O3S | the ωB97M-V functional and the def2-TZVPD basis

Geometry (Å):
C1 1.789 3.262 0.466
C2 1.259 2.637 -0.822
C3 1.366 3.629 -1.980
C4 2.000 1.347 -1.210
N1 2.011 0.280 -0.222
C5 3.107 0.194 0.726
C6 4.444 -0.208 0.089
C7 5.491 -0.358 1.190
C8 4.312 -1.501 -0.708
S1 0.558 -0.123 0.458
O1 0.380 0.486 1.741
O2 -0.472 0.120 -0.520
N2 0.821 -1.754 0.725
C9 -0.019 -2.304 1.774
C10 -1.480 -2.296 1.342
C11 -1.690 -3.033 0.006
C12 -3.082 -2.638 -0.507
O3 -4.015 -3.411 -0.542
N3 -3.155 -1.346 -0.885
C13 -4.391 -0.684 -1.217
C14 -4.692 0.482 -0.305
C15 -3.688 1.299 0.211
C16 -4.052 2.349 1.039
C17 -5.394 2.557 1.314
C18 -6.315 1.696 0.738
N4 -5.975 0.687 -0.044
C19 -0.616 -2.741 -1.056
C20 0.788 -2.574 -0.469
H1 1.307 4.223 0.633
H2 1.565 2.622 1.316
H3 2.863 3.427 0.403
H4 0.207 2.380 -0.671
H5 0.981 3.193 -2.899
H6 0.795 4.527 -1.762
H7 2.404 3.914 -2.141
H8 3.038 1.579 -1.454
H9 1.519 0.936 -2.103
H10 3.236 1.133 1.275
H11 2.802 -0.574 1.438
H12 4.770 0.588 -0.589
H13 5.207 -1.153 1.876
H14 5.590 0.565 1.758
H15 6.459 -0.602 0.761
H16 3.948 -2.301 -0.069
H17 3.614 -1.368 -1.529
H18 5.277 -1.793 -1.117
H19 0.333 -3.317 1.986
H20 0.119 -1.680 2.657
H21 -1.783 -1.251 1.254
H22 -2.104 -2.763 2.106
H23 -1.707 -4.109 0.208
H24 -2.333 -0.763 -0.809
H25 -4.351 -0.319 -2.252
H26 -5.198 -1.417 -1.141
H27 -2.647 1.131 -0.020
H28 -3.295 2.993 1.462
H29 -5.717 3.363 1.955
H30 -7.377 1.811 0.911
H31 -0.858 -1.829 -1.597
H32 -0.604 -3.559 -1.779
H33 1.215 -3.545 -0.199
H34 1.439 -2.094 -1.200

Computed properties:
relative energy (zero: lowest compared OMol25 entry of this formula, charge and spin): 17.01 kJ/mol
F_max: 1.090 eV/Å
Kohn-Sham gap: 9.8 eV
SMILES string: CC(C)CN(CC(C)C)S(=O)(=O)N1CCC(C(=O)NCc2ccccn2)CC1
E_HOMO: -9.179 eV

C4H3NS | the ωB97M-V functional and the def2-TZVPD basis

Geometry (Å):
H1 2.223 1.067 -0.309
N1 1.305 1.361 -0.234
C1 0.375 0.597 0.040
C2 0.064 -0.888 0.139
S1 -1.840 -0.976 -0.070
C3 -2.287 0.757 -0.157
C4 -0.979 0.949 0.267
H2 0.722 -1.458 -0.705
H3 0.417 -1.410 1.027

Computed properties:
relative energy (zero: lowest compared OMol25 entry of this formula, charge and spin): 421.89 kJ/mol
F_max: 5.685 eV/Å
Kohn-Sham gap: 8.4 eV
SMILES string: [H]/N=C1\CS2#CC=21
E_HOMO: -8.805 eV